A molecular structure, C6H17KO10. Source: the Open Molecules 2025 dataset; level of theory: ωB97M-V with the def2-TZVPD basis set.

```
34
Properties=species:S:1:pos:R:3:forces:R:3
K -0.3868 -0.5506 -0.7188 0.906 0.359 0.386
C -2.0318 3.1158 0.1289 -0.728 -0.557 1.226
C -0.9494 3.2395 -0.9194 0.104 1.774 1.208
O -0.6855 2.2442 -1.5769 -0.151 -2.970 -1.989
O -0.3688 4.3274 -0.9521 0.161 1.077 -0.256
H -3.0265 2.8661 -0.2404 -0.159 0.284 -0.438
H -2.0719 3.9786 0.7938 -0.113 0.155 -0.228
H -1.8154 2.2602 0.7685 0.318 -0.197 0.118
C 1.7806 -3.7500 1.6516 -0.720 -0.951 0.984
C 2.1068 -3.5962 0.2010 1.573 0.626 0.069
O 1.5563 -2.6941 -0.4214 -2.790 1.657 -1.301
O 3.0774 -4.2120 -0.2371 1.275 -2.058 -0.269
H 2.7149 -3.8445 2.2050 -0.030 0.697 0.186
H 1.3237 -4.7162 1.8659 -0.308 -0.331 -0.270
H 1.0622 -2.9942 1.9689 0.453 0.215 0.297
C 1.2026 2.5651 2.2374 -0.851 -0.389 2.204
C 2.0463 2.0067 1.1498 -0.645 0.014 -2.951
O 2.9010 2.8054 0.7489 1.543 0.390 0.180
O 1.6940 0.9520 0.5369 -0.207 -0.134 1.157
H 1.8089 3.0360 3.0112 0.236 0.293 -0.126
H 0.6749 1.7784 2.7767 -0.398 -0.291 -0.023
H 0.4655 3.2963 1.9055 0.160 -0.039 -0.412
O -1.0807 -1.0485 2.0490 -0.167 -0.082 -0.176
H -1.6537 -1.7479 2.3630 -0.102 -0.258 -0.008
H -1.0572 -0.4167 2.7677 0.248 0.346 0.060
O 0.6749 -0.4659 -3.2649 -0.195 -0.355 -0.231
H 1.6305 -0.4121 -3.2490 0.327 0.012 0.339
H 0.4180 0.0525 -4.0274 -0.196 0.271 -0.013
O -2.4318 0.1468 -2.8149 -0.468 -0.835 -0.408
H -3.2753 0.5879 -2.7148 -0.052 0.166 0.098
H -1.7887 0.7861 -2.5083 0.664 1.132 0.384
O -1.7283 -3.0377 -1.5511 -0.428 -0.040 0.198
H -0.7930 -3.2366 -1.5078 0.777 -0.114 0.212
H -1.9940 -3.3220 -2.4256 -0.038 0.134 -0.209
```
Forces are in eV/Å.

Summary:
- Charge: -2
- Lowest unoccupied orbital energy: 3.986 eV
- Max |F|: 3.58 eV Å⁻¹

natural (NBO) atomic charge list, values in e, 4 entries: 0.95, -0.73, 0.76, -0.83



A molecular structure, C7H15InO7. Source: the Open Molecules 2025 dataset; level of theory: ωB97M-V with the def2-TZVPD basis set.

```
30
Properties=species:S:1:pos:R:3:forces:R:3
In -1.1941 -1.2287 -1.1436 0.276 0.344 0.173
C 2.1101 0.5472 1.0595 -0.926 -0.337 -0.500
O 0.9327 0.2742 0.3358 1.083 0.188 0.828
H 1.9952 1.3161 1.8235 -0.103 0.391 -0.305
H 2.3295 -0.3388 1.6553 -0.137 -0.650 0.068
H 2.9853 0.6476 0.4177 -0.048 0.290 -0.133
C -1.1114 0.6779 3.5436 0.749 -0.225 -0.269
O -2.4933 0.7930 3.2291 -0.259 -0.393 0.598
C -3.0490 0.4250 2.0985 -0.906 1.566 -1.017
O -2.5080 -0.1197 1.1317 -1.030 0.618 1.597
O -4.3288 0.9745 2.0491 0.990 -1.814 -0.619
C -5.1101 1.2795 3.2158 0.271 0.236 1.752
H -0.6347 1.6255 3.2925 -0.028 -0.004 0.101
H -0.5961 -0.1152 3.0017 -0.325 -0.065 -0.192
H -1.0107 0.4718 4.6091 -0.270 0.159 -0.112
H -6.1230 1.6132 2.9904 0.472 0.191 -0.889
H -4.6224 1.9904 3.8827 0.146 0.565 -0.601
H -5.2895 0.4914 3.9471 0.382 -0.998 -0.661
C 2.3256 -3.2733 -3.8154 -1.038 -0.517 0.766
O 2.9138 -1.9818 -3.7246 2.276 -2.026 -1.729
C 2.3050 -0.9393 -3.3315 -0.278 0.904 0.311
O 1.2284 -0.8807 -2.8202 -2.762 -0.416 1.147
O 3.0339 0.1213 -3.5356 1.246 0.442 -0.234
C 2.4670 1.3578 -3.1905 -0.425 1.551 0.375
H 2.3457 -3.7178 -2.8203 -0.256 0.001 0.029
H 2.8394 -3.9821 -4.4648 0.650 0.837 -0.146
H 1.3056 -3.2218 -4.1962 -0.062 0.219 0.216
H 2.2499 1.5418 -2.1383 0.237 -0.814 0.360
H 1.5014 1.5273 -3.6668 0.242 -0.048 -0.467
H 3.2027 2.1238 -3.4352 -0.167 -0.196 -0.448
```
Forces are in eV/Å.

Summary:
- Charge: +1
- ΔE to the lowest compared entry with this formula, charge and spin: 1.0 kcal per mole
- Multiplicity: 2
- Lowest unoccupied orbital energy (spin up / spin down): -3.748 / -5.197 eV
- Max |F|: 3.50 eV Å⁻¹

natural (NBO) atomic charge list, values in e, 4 entries: 0.97, -0.33, -0.31, 0.20



A molecular structure, C5H8O11V2. Source: the Open Molecules 2025 dataset; level of theory: ωB97M-V with the def2-TZVPD basis set.

```
26
Properties=species:S:1:pos:R:3:forces:R:3
O -0.6618 -0.2088 1.1086 1.257 -0.349 1.276
V -2.0724 0.2414 0.4626 -2.162 0.642 2.795
O -1.7810 0.4784 -1.0549 0.176 0.253 -1.881
O 2.4409 -0.4983 4.1908 1.893 -0.715 3.198
V 1.3816 -0.3951 3.0487 -3.437 0.632 -3.579
O 2.0404 0.3496 1.8253 1.100 0.500 -0.828
C -3.0758 2.7883 1.2883 -0.341 -5.386 7.174
O -3.6978 1.8012 0.8680 -7.319 -2.827 -6.300
O -3.2745 3.1541 2.4672 -5.946 7.691 3.241
O -1.9485 2.3555 1.4164 14.217 -2.116 -4.775
C -3.4824 -1.9179 1.2055 3.326 -2.325 4.144
O -2.8823 -1.8591 0.1682 2.994 4.542 -10.184
O -3.5348 -3.0639 1.5951 -4.224 -6.457 3.103
O -3.2877 -1.0044 2.0097 -1.298 5.954 2.511
C 1.3760 -1.0868 -2.6212 0.848 -0.151 0.633
C 2.4668 -0.3490 -1.8135 0.220 -0.748 0.371
C 2.0026 1.0120 -1.3813 -0.273 0.143 0.860
O 2.7093 -1.1386 -0.5933 0.028 0.063 -1.645
H 0.4704 -0.9318 -2.0347 -0.363 -0.194 -0.417
H 1.6009 -2.1515 -2.6832 0.044 -0.152 0.340
H 1.2848 -0.7932 -3.6669 -0.121 0.638 0.094
H 3.4245 -0.2718 -2.3284 0.228 -0.225 -0.408
H 0.9933 0.8115 -1.0218 -0.219 0.772 0.274
H 2.0400 1.8730 -2.0486 -0.189 -0.433 -0.662
H 2.6133 1.3284 -0.5357 -0.079 0.019 0.242
H 2.8541 -0.5230 0.1290 -0.357 0.231 0.422
```
Forces are in eV/Å.

Summary:
- Charge: -3
- Multiplicity: 2
- Lowest unoccupied orbital energy (spin up / spin down): 6.625 / 6.562 eV
- Max |F|: 15.15 eV Å⁻¹

natural (NBO) atomic charge list, values in e, 4 entries: -0.75, 1.44, -0.60, -0.81



9 unconnected molecules or ions with the total composition C48H106F6N7O8S2. Source: the Open Molecules 2025 dataset; level of theory: ωB97M-V with the def2-TZVPD basis set.

```
177
Properties=species:S:1:pos:R:3:forces:R:3
C -6.8130 -22.4345 12.8253 0.323 0.421 -1.274
C -6.5913 -21.6004 14.0502 0.722 -1.035 2.917
O -5.5915 -21.4415 14.6985 -0.399 0.261 -1.571
N -7.8517 -21.1975 14.8482 -0.581 -2.102 -1.244
H -7.6690 -20.4262 15.4742 0.392 -0.072 0.477
H -8.4593 -20.8514 14.1194 -1.363 0.457 -0.497
C -8.4862 -22.4316 15.5657 1.216 -0.010 0.929
H -7.3638 -23.3533 13.0266 -0.203 0.245 0.256
H -5.8993 -22.7208 12.3045 0.518 -0.019 0.882
H -7.2926 -21.8822 12.0172 -0.741 0.171 0.470
H -7.7042 -22.8266 16.2142 0.137 0.286 0.137
H -8.7228 -23.2869 14.9328 -0.284 0.769 -0.623
H -9.3285 -22.1609 16.2023 0.028 0.304 -0.496
C -7.5243 -18.9543 7.3894 0.794 0.121 1.315
C -6.1599 -18.2787 7.6218 2.878 -1.110 -6.311
O -5.3628 -18.0599 6.6455 -3.678 -0.498 5.927
N -5.7442 -18.1177 9.0661 1.185 1.235 -2.181
H -6.3888 -17.3921 9.3455 -0.333 0.339 1.030
H -5.9992 -18.9643 9.5543 -0.057 -0.327 0.548
C -4.2604 -17.6180 9.2171 -1.540 -1.362 -0.131
H -7.4388 -19.7547 6.6544 0.149 0.635 -0.464
H -8.2796 -18.1989 7.1725 0.042 -0.174 -0.286
H -7.8274 -19.4814 8.2941 -0.210 0.273 0.302
H -4.2114 -16.6808 8.6628 0.145 0.078 0.628
H -3.6314 -18.3534 8.7154 -0.086 0.064 0.087
H -4.1413 -17.6729 10.2992 0.490 0.740 -0.253
C -11.2964 -13.5076 4.2941 -0.288 0.057 0.162
C -11.1845 -13.9370 5.7602 0.019 0.554 -0.047
C -12.2121 -15.0209 6.2138 1.326 -0.405 -0.635
N -11.8897 -15.6349 7.5572 0.548 1.568 1.286
C -10.6425 -16.6231 7.3898 -2.716 0.916 -0.140
C -13.1243 -16.3038 8.1802 1.390 -1.141 0.558
C -12.7650 -16.4252 9.6610 0.199 0.223 0.897
C -11.7608 -15.2931 9.9421 0.659 -0.308 0.415
C -11.5874 -14.5622 8.6440 0.057 -0.005 -0.449
H -12.0761 -12.7645 4.1264 -0.390 -0.386 0.064
H -11.4570 -14.3876 3.6713 0.186 0.290 -0.359
H -10.3989 -12.9470 4.0328 0.165 -0.446 -0.216
H -11.2412 -13.0034 6.3199 -0.825 -0.112 0.485
H -10.1230 -14.1193 5.9281 -0.005 -1.156 0.117
H -12.2218 -15.9592 5.6592 0.389 0.389 -1.087
H -13.2390 -14.6864 6.0666 -0.018 0.370 0.946
H -9.8363 -16.0859 6.8902 -0.063 0.131 0.512
H -11.0393 -17.3549 6.6861 0.217 -0.249 0.169
H -10.4639 -17.0724 8.3667 0.313 0.177 -0.182
H -13.1343 -17.3116 7.7650 -0.742 0.227 -0.362
H -14.0331 -15.7155 8.0536 0.322 0.002 -0.574
H -12.3199 -17.3908 9.9009 -0.058 0.009 -0.094
H -13.6134 -16.3103 10.3357 -0.238 -0.126 -0.387
H -10.7613 -15.6450 10.1978 -0.052 -0.636 0.148
H -11.9849 -14.6560 10.7977 -0.501 0.189 -0.326
H -10.5636 -14.1902 8.6053 -0.178 0.107 -0.711
H -12.2981 -13.7489 8.4973 0.021 -0.081 -0.159
C -6.2714 -17.3204 13.2290 1.102 0.056 -0.319
C -5.4874 -17.8265 14.4315 -1.181 -0.911 1.354
C -4.1670 -17.2014 14.7132 0.456 1.102 0.588
N -3.5351 -17.5075 16.1426 -0.732 1.204 0.370
C -4.3638 -16.6829 17.1928 1.045 -0.605 -0.155
C -1.9826 -17.0454 16.2397 -0.872 -0.387 -1.478
C -1.2233 -17.9578 17.2398 -1.779 0.424 -0.318
C -2.2192 -19.1742 17.5144 0.303 0.635 -1.006
C -3.4566 -19.0214 16.4910 1.416 1.275 0.058
H -5.5040 -17.2080 12.4632 -0.513 -0.132 -0.890
H -6.7281 -16.3389 13.3563 0.202 0.070 0.321
H -7.0821 -18.0086 12.9896 0.325 -0.046 -0.360
H -5.2912 -18.8982 14.3989 -0.683 -0.217 -0.119
H -6.1864 -17.5650 15.2260 0.232 -0.612 0.744
H -4.4198 -16.1444 14.6304 0.911 0.428 0.600
H -3.4770 -17.4163 13.8972 0.466 -0.254 0.436
H -4.0292 -15.6475 17.1286 0.116 -0.188 0.119
H -4.1514 -17.1260 18.1657 0.241 0.251 -0.009
H -5.4499 -16.6754 17.1006 0.134 -0.525 -0.675
H -1.9228 -15.9667 16.3841 -0.376 -0.128 0.658
H -1.6986 -17.1171 15.1898 0.419 -0.581 0.067
H -1.0389 -17.3232 18.1067 -0.151 -0.484 0.318
H -0.2380 -18.2726 16.8961 -0.293 -0.015 -0.364
H -2.3939 -19.2268 18.5890 -0.793 0.080 -0.238
H -1.6927 -20.0973 17.2721 -0.211 -0.029 -0.093
H -4.4427 -19.4181 16.7325 0.193 0.204 0.450
H -3.1908 -19.4154 15.5101 0.261 -0.503 0.209
C -10.8180 -23.2304 6.8615 -0.215 -1.118 -0.720
C -9.9922 -23.1946 5.5600 -0.434 0.836 -0.411
C -10.8006 -23.6320 4.3019 -0.043 0.241 0.442
N -10.1426 -23.4363 2.9048 0.153 2.202 0.076
C -10.2789 -21.9873 2.3999 0.224 -0.371 1.085
C -8.6548 -23.8211 2.8317 -0.811 -1.181 -0.187
C -8.8002 -25.3678 2.8308 2.143 0.059 -0.598
C -10.1310 -25.7240 2.2179 -2.292 1.088 -0.131
C -10.8472 -24.3335 1.9335 0.312 -1.013 0.604
H -11.6454 -22.5246 6.9349 0.128 0.088 -0.294
H -10.1874 -23.1210 7.7438 0.017 0.002 -0.152
H -11.2416 -24.2346 6.8423 -0.307 -0.055 0.707
H -9.1123 -23.8208 5.7076 0.059 0.052 -0.200
H -9.7007 -22.1490 5.4606 0.493 0.013 -0.439
H -11.7665 -23.1276 4.2783 0.206 0.680 -0.268
H -11.1759 -24.6505 4.4016 0.791 -0.363 -0.213
H -9.9085 -21.3196 3.1778 0.011 -0.074 0.046
H -11.3229 -21.7361 2.2124 0.111 -0.265 -0.169
H -9.6298 -21.8667 1.5326 -0.398 -0.130 -0.077
H -8.2338 -23.3773 1.9295 -0.401 -0.339 -0.297
H -8.0284 -23.4046 3.6206 -0.592 -0.076 0.382
H -8.0549 -25.8909 2.2315 0.400 0.595 -0.254
H -8.5098 -25.7431 3.8121 -0.990 -0.117 0.300
H -10.1367 -26.2598 1.2687 0.492 -0.181 0.280
H -10.7483 -26.2753 2.9273 -0.022 -0.174 -0.203
H -10.7956 -23.9540 0.9130 0.822 -0.034 0.040
H -11.9152 -24.2504 2.1351 -0.001 -0.455 0.360
C -14.5069 -17.9708 13.3675 0.661 0.046 0.747
C -13.7220 -17.2689 14.4878 0.855 0.142 -0.321
C -12.1916 -17.4505 14.2199 -2.009 1.115 0.966
N -11.3533 -16.6293 15.2184 0.791 -1.427 -0.443
C -11.6711 -17.0279 16.6825 -0.339 0.493 -0.683
C -11.3885 -15.1603 14.9436 0.052 0.917 1.613
C -9.9533 -14.6390 15.2992 -1.621 0.593 0.143
C -9.1367 -15.8736 15.6468 0.708 1.472 -0.237
C -9.8687 -16.9443 14.9538 -1.337 -1.192 -0.304
H -14.2518 -17.4316 12.4551 -0.687 0.197 -0.238
H -15.5493 -17.9434 13.6847 -0.055 -0.056 -0.726
H -14.1922 -18.9957 13.1709 -0.133 -0.150 0.477
H -14.0189 -17.5453 15.4995 0.130 -0.625 -0.231
H -13.9917 -16.2153 14.4159 0.193 0.303 -0.044
H -11.9770 -17.0074 13.2474 0.236 -0.340 0.058
H -11.9788 -18.5183 14.2692 0.469 0.196 0.185
H -10.8939 -16.6640 17.3545 0.125 -0.298 -0.289
H -11.8251 -18.1070 16.6840 0.207 -0.044 0.095
H -12.5908 -16.5699 17.0464 -0.079 0.071 -0.504
H -12.1484 -14.7592 15.6143 0.030 0.200 -0.190
H -11.6366 -14.8402 13.9317 -0.182 -0.895 -0.079
H -9.9915 -13.9555 16.1474 0.000 0.097 -0.180
H -9.6148 -14.0798 14.4269 0.401 -0.124 0.165
H -9.0925 -15.9590 16.7326 0.384 -0.304 -0.205
H -8.1762 -15.6458 15.1845 0.422 -0.667 0.477
H -9.6986 -17.9820 15.2407 0.047 0.033 0.186
H -9.7726 -16.8909 13.8694 0.120 0.076 0.005
C -8.5186 -24.7229 9.4336 -0.059 0.186 0.928
C -7.6524 -25.7407 10.2503 -0.820 0.065 -0.796
C -7.2524 -26.8881 9.3080 2.303 -0.551 0.670
N -6.4063 -28.0997 9.8732 -1.352 -0.373 -0.123
C -7.1659 -28.7472 11.0506 1.182 0.975 -1.400
C -4.9206 -27.7266 10.1966 -1.517 -0.209 -0.828
C -4.1635 -27.7835 8.8467 -1.161 -0.734 0.363
C -5.0920 -28.7272 7.9211 1.809 0.637 -0.411
C -6.2677 -29.1432 8.7377 -0.374 0.879 0.731
H -8.0532 -24.2270 8.5818 0.368 -0.265 0.034
H -8.8016 -23.9464 10.1443 0.089 0.284 -0.038
H -9.4906 -25.0958 9.1106 0.197 -0.536 -0.073
H -8.2795 -26.0306 11.0934 -0.063 -0.484 -0.130
H -6.8196 -25.2141 10.7166 0.342 -0.128 -0.350
H -6.4622 -26.5504 8.6374 -0.666 0.636 -0.635
H -8.0964 -27.3066 8.7599 0.076 0.006 0.206
H -7.1277 -27.9812 11.8251 -0.022 -0.661 0.397
H -6.6149 -29.6758 11.1997 -0.354 0.150 0.794
H -8.1917 -28.9293 10.7301 0.113 -0.070 0.052
H -4.5910 -28.5003 10.8900 0.044 0.337 0.160
H -4.9664 -26.7168 10.6045 0.283 -0.302 0.403
H -3.1757 -28.1939 9.0563 -0.091 -0.128 -0.345
H -4.0175 -26.7544 8.5186 -0.127 -0.249 -0.571
H -4.5754 -29.6168 7.5606 0.347 -0.025 0.450
H -5.3779 -28.2977 6.9609 -0.090 0.671 0.295
H -6.0964 -30.1023 9.2265 -0.293 0.032 -0.110
H -7.1737 -29.1023 8.1331 -0.112 -0.486 0.388
C -10.3727 -20.3500 10.2855 -0.681 1.241 0.175
F -10.9906 -19.4252 9.4164 1.121 -1.584 0.889
F -11.3148 -21.1187 10.8065 0.719 0.464 -0.486
F -9.5047 -21.1203 9.5784 -0.641 0.753 0.372
S -9.4594 -19.2828 11.6066 0.281 -0.218 0.161
O -8.9550 -20.2526 12.5922 -1.071 0.329 -0.323
O -8.3104 -18.7592 10.8882 0.364 0.368 -1.160
O -10.3978 -18.2661 12.0416 0.548 -1.252 -0.437
C -12.1820 -21.6845 14.4012 -2.388 0.765 2.718
F -12.4122 -20.9545 13.2767 0.901 -0.857 0.490
F -12.0369 -22.9734 14.1906 0.056 -0.285 -1.241
F -11.0129 -21.3004 14.9912 0.581 0.764 -0.743
S -13.6108 -21.4048 15.7418 -3.128 -1.909 0.030
O -13.4622 -19.9889 16.1398 0.642 -1.099 -0.824
O -14.8561 -21.7793 15.0258 2.295 1.709 -0.080
O -13.3951 -22.4292 16.7610 1.584 1.456 -0.629
```
Forces are in eV/Å.

Summary:
- Charge: +5
- Lowest unoccupied orbital energy: -10.447 eV
- Max |F|: 7.02 eV Å⁻¹

Löwdin atomic charge list, values in e, 4 entries: 0.03, -0.35, 0.14, 0.11